(1)
Entry from the OMol25 dataset: C5H10N4 in the gas phase (ωB97M-V with the def2-TZVPD basis set).

Geometry (Å):
H (3.82299, 0.25840, -0.16028)
N (2.93001, 0.94078, -0.37412)
C (1.73215, 0.42979, -0.13395)
C (1.49640, -0.95614, 0.66461)
C (0.26666, -1.36543, -0.23658)
N (-0.87819, -0.37580, -0.04167)
N (-2.12390, -0.85460, -0.14501)
C (-0.53476, 0.91098, -0.10455)
C (-1.54248, 2.00023, 0.21039)
N (0.73683, 1.24466, -0.14216)
H (2.34099, -1.54892, 0.55950)
H (1.22102, -0.86794, 1.65965)
H (0.01333, -2.61154, -0.15770)
H (0.65794, -1.47557, -1.32728)
H (-2.35712, -0.92581, -1.19352)
H (-2.04475, -1.94897, 0.11372)
H (-2.04554, 2.48920, -0.72671)
H (-1.14754, 3.03969, 0.74454)
H (-2.54405, 1.61699, 0.79112)

## Properties
SMILES = [H]/N=C1\CCN(N)C(C)=N1
total energy = -11303.0745 eV
lowest unoccupied orbital energy = 0.5 eV
relative energy (zero: lowest compared OMol25 entry of this formula, charge and spin) = 463.48 kJ/mol
Kohn-Sham gap = 8.664 eV
HOMO energy = -8.17 eV

***

(2)
Entry from the OMol25 dataset: C5H10N4 as an isolated structure (ωB97M-V with the def2-TZVPD basis set).

Geometry (Å):
C (-0.64596, 0.92867, 2.05501)
C (0.15982, -0.57560, 0.74729)
C (2.06766, -1.08392, -0.31234)
C (0.23338, -0.08963, -0.55807)
C (-0.89860, 0.52003, -1.28189)
H (-1.41286, 1.62033, 2.99518)
H (-0.35070, 1.58430, 1.20327)
H (0.43595, 0.59019, 2.59314)
H (-1.95153, -0.66734, 1.12563)
H (1.85953, -1.57172, 1.84045)
H (2.97667, -1.67999, -0.34897)
H (-1.15879, 1.82525, -0.92636)
H (-1.93097, -0.19228, -0.75024)
H (0.09128, 1.36950, -3.42211)
H (-0.34426, -0.83912, -3.38851)
N (-1.00982, -0.48018, 1.58563)
N (1.25626, -1.24864, 0.90446)
N (1.43303, -0.36861, -1.27440)
N (-0.81010, 0.35874, -2.78717)

## Properties
total energy = -11298.0618 eV
lowest unoccupied orbital energy = 0.6 eV
relative energy (zero: lowest compared OMol25 entry of this formula, charge and spin) = 947.12 kJ/mol
Kohn-Sham gap = 8.592 eV
HOMO energy = -7.96 eV

***

(3)
Entry from the OMol25 dataset: C5H10N4O in the gas phase (ωB97M-V with the def2-TZVPD basis set).

Geometry (Å):
C (-0.75226, -1.52327, 0.92848)
C (-1.26431, -0.23304, 0.43395)
C (-2.64377, 0.12812, 0.21799)
C (0.47930, -1.91775, 0.51910)
C (1.07945, -1.54994, -0.74016)
N (-0.32726, 0.69746, 0.30439)
N (0.89449, 0.65967, 0.69812)
N (-2.77358, 1.37337, -0.31993)
N (1.53498, 1.84761, 0.67195)
O (-3.61472, -0.53841, 0.52249)
H (-1.28937, -2.08604, 1.69559)
H (0.98809, -2.70663, 0.99412)
H (0.30973, -1.10989, -1.34596)
H (1.51806, -2.37556, -1.22639)
H (2.02177, -0.98290, -0.52178)
H (-0.70077, 1.55751, -0.11035)
H (-2.24217, 1.87508, -0.99704)
H (-3.73862, 1.56476, -0.35524)
H (2.45588, 1.88007, 0.92860)
H (1.07219, 2.67413, 0.14677)

## Properties
total energy = -13350.9101 eV
lowest unoccupied orbital energy (alpha / beta) = 0.4 / 0.3 eV
relative energy (zero: lowest compared OMol25 entry of this formula, charge and spin) = 434.47 kJ/mol
Kohn-Sham gap (alpha / beta) = 7.121 / 7.212 eV
HOMO energy (alpha / beta) = -6.74 / -6.89 eV

***

(4)
Entry from the OMol25 dataset: C5H10N4O2S in the gas phase (ωB97M-V with the def2-TZVPD basis set).

Geometry (Å):
C (-3.04048, 0.81082, -1.15214)
N (-1.70174, 0.12114, -1.23663)
S (-1.03749, -0.16589, 0.35895)
O (-1.50811, -1.50631, 0.77218)
O (-1.49067, 0.95729, 1.15091)
C (0.70569, -0.07343, 0.24365)
C (1.49492, 1.04185, 0.29081)
N (0.99540, 2.33749, 0.22723)
C (2.80433, 0.59403, 0.09915)
N (2.84471, -0.72320, 0.16772)
N (1.55996, -1.15385, 0.23702)
C (1.29533, -2.51249, 0.53461)
H (-3.55316, 0.69297, -2.12092)
H (-3.61543, 0.38120, -0.28135)
H (-2.59401, 1.82958, -0.99284)
H (-1.82217, -0.78203, -1.72324)
H (1.54312, 2.97478, 0.88820)
H (-0.01572, 2.22939, 0.53411)
H (3.57135, 1.22527, 0.20194)
H (0.43713, -2.75099, -0.19436)
H (2.29963, -3.04753, 0.48067)
H (0.82742, -2.48008, 1.51432)

## Properties
SMILES = CNS(=O)(=O)c1c(N)cnn1C
total energy = -26235.1852 eV
lowest unoccupied orbital energy = 0.8 eV
relative energy (zero: lowest compared OMol25 entry of this formula, charge and spin) = 54.01 kJ/mol
Kohn-Sham gap = 9.345 eV
HOMO energy = -8.59 eV

***

(5)
Entry from the OMol25 dataset: a 2-piece molecular cluster, C5H10N4O2S overall (ωB97M-V with the def2-TZVPD basis set).

Geometry (Å):
C (-1.02929, 1.01405, -0.58057)
C (-1.54178, -1.12287, -0.65137)
C (-1.49845, -0.64605, -1.94216)
C (-0.06488, -0.13782, 2.51052)
C (1.77172, 1.34834, 2.06430)
N (-1.25964, -0.02478, 0.21070)
N (-1.19550, 0.73719, -1.90944)
N (-1.69992, -1.45539, -3.15232)
N (1.05572, 0.04355, 2.00632)
O (3.10164, -1.33919, 0.99327)
O (1.89439, 0.00823, -0.66147)
S (1.85224, -1.04971, 0.33755)
H (-0.86550, 2.06310, -0.35755)
H (-0.41766, -1.09991, 2.40179)
H (-1.71565, -2.18154, -0.24998)
H (-0.58525, 0.68516, 2.96973)
H (2.77715, 1.30011, 2.55436)
H (2.07960, 1.44139, 0.95237)
H (1.05304, 2.12318, 2.39663)
H (-1.12727, 1.37642, -2.65233)
H (-1.61469, -0.87492, -4.02850)
H (-0.97003, -2.20854, -3.21186)

## Properties
total energy = -26235.6378 eV
lowest unoccupied orbital energy = 0.6 eV
relative energy (zero: lowest compared OMol25 entry of this formula, charge and spin) = 10.34 kJ/mol
Kohn-Sham gap = 8.971 eV
HOMO energy = -8.35 eV

***

(6)
Entry from the OMol25 dataset: a 2-piece molecular cluster, C5H10N4S overall (ωB97M-V with the def2-TZVPD basis set).

Geometry (Å):
C (1.24016, -0.85972, -1.37587)
C (0.48228, -0.82543, -0.09292)
C (-1.88713, -0.52155, -0.93657)
C (-1.44277, -0.20060, 1.45649)
C (-0.84897, -0.46112, 0.09519)
N (2.52331, -0.82745, -1.05178)
N (1.38243, -0.60639, 0.83201)
N (2.56562, -0.70407, 0.25303)
N (-0.23389, 1.82754, 0.11466)
S (1.13352, 1.78920, 1.04450)
H (0.89971, -1.10740, -2.34874)
H (-2.59748, 0.19818, -0.67098)
H (-1.60587, -0.14348, -1.97547)
H (-2.28627, -1.43457, -1.09573)
H (-0.83573, -0.33688, 2.44503)
H (-2.34045, -0.70879, 1.55319)
H (-1.59025, 0.83474, 1.41196)
H (3.39327, -0.57373, 0.82312)
H (-0.02140, 2.36320, -0.74302)
H (2.06993, 2.29832, 0.26190)

## Properties
total energy = -22137.7519 eV
lowest unoccupied orbital energy (alpha / beta) = 0.1 / 0.2 eV
relative energy (zero: lowest compared OMol25 entry of this formula, charge and spin) = 378.80 kJ/mol
Kohn-Sham gap (alpha / beta) = 7.011 / 7.563 eV
HOMO energy (alpha / beta) = -6.95 / -7.36 eV

***

(7)
Entry from the OMol25 dataset: an isolated ion of composition C5H10N4S and charge +2 (ωB97M-V with the def2-TZVPD basis set).

Geometry (Å):
C (-0.92071, 1.49637, -0.51260)
C (0.13042, 0.65373, -0.26884)
C (-1.71021, 0.02614, 0.95398)
C (-0.79285, -2.09806, 1.89389)
C (1.54169, 0.68765, -0.76394)
N (-0.31584, -0.29924, 0.60769)
N (-2.01044, 1.09340, 0.22315)
N (0.26034, -1.28160, 1.37859)
N (1.64947, 0.43914, -2.23657)
S (-2.37082, -1.04275, 2.08117)
H (-0.97661, 2.35548, -1.15052)
H (-1.07261, -2.87969, 1.18349)
H (-0.53012, -2.54049, 2.85240)
H (1.99569, 1.65924, -0.54334)
H (2.11217, -0.08319, -0.23662)
H (-2.90360, 1.57272, 0.22681)
H (0.85835, -0.88472, 2.11029)
H (1.29545, 1.23298, -2.79142)
H (1.12295, -0.40370, -2.50632)
H (2.63729, 0.29658, -2.50129)

## Properties
total energy = -22125.2717 eV
lowest unoccupied orbital energy = -7.1 eV
total charge = +2
relative energy (zero: lowest compared OMol25 entry of this formula, charge and spin) = 0.00 kJ/mol
Kohn-Sham gap = 9.168 eV
HOMO energy = -16.23 eV

***

(8)
Entry from the OMol25 dataset: an isolated ion of composition C5H10N5 and charge +1 (ωB97M-V with the def2-TZVPD basis set).

Geometry (Å):
C (-0.23847, -2.39673, -1.40162)
C (0.24010, -1.08930, -0.90741)
N (0.34833, -0.82091, 0.32486)
N (0.82178, 0.43402, 0.50884)
C (0.49087, 1.12996, -0.80734)
C (0.66727, -0.00393, -1.84228)
N (-0.76207, 1.61311, -0.60953)
N (-0.96825, 1.74854, 0.64143)
N (0.01528, 1.14212, 1.33534)
C (-0.25464, 0.68247, 2.67872)
H (0.49917, -3.04763, -1.89599)
H (-0.84982, -2.23150, -2.29780)
H (-0.45412, -3.11080, -0.64119)
H (1.21963, 2.09823, -0.97805)
H (1.61303, -0.34534, -2.11612)
H (-0.07429, 0.10557, -2.58429)
H (-1.70326, 2.31209, 1.05265)
H (-0.87151, 1.31127, 3.30414)
H (0.71563, 0.79687, 3.38579)
H (-0.45465, -0.32809, 2.84985)

## Properties
SMILES = CC1=NN2[C@@H](C1)N=[NH+]N2C
total energy = -12785.2034 eV
lowest unoccupied orbital energy (alpha / beta) = -5.6 / -5.6 eV
total charge = +1
relative energy (zero: lowest compared OMol25 entry of this formula, charge and spin) = 531.03 kJ/mol
Kohn-Sham gap (alpha / beta) = 8.073 / 8.069 eV
HOMO energy (alpha / beta) = -13.66 / -13.66 eV

***

(9)
Entry from the OMol25 dataset: an isolated ion of composition C5H10N5O and charge +1 (ωB97M-V with the def2-TZVPD basis set).

Geometry (Å):
N (-0.95550, -2.49211, -0.00565)
C (-0.71197, -1.18313, -0.01708)
N (-1.75045, -0.42445, -0.31108)
C (-1.86986, 1.06989, -0.29738)
O (-2.41863, 1.34021, 0.95575)
N (-0.53396, 1.53098, -0.51842)
C (0.59205, 0.88702, -0.20528)
C (0.53324, -0.45857, 0.11461)
N (1.84310, -0.94684, 0.21058)
C (2.83126, 0.16985, 0.03472)
N (1.88290, 1.30503, -0.08454)
H (-0.49777, -3.22686, 0.41220)
H (-1.92444, -2.68565, -0.24158)
H (-2.71939, -0.80915, -0.10123)
H (-2.57074, 1.29666, -1.12800)
H (-3.28777, 1.84849, 1.02990)
H (-0.54822, 2.52299, -0.74768)
H (2.07651, -1.48368, 0.97465)
H (3.69060, 0.25840, 0.72146)
H (3.32877, 0.02704, -0.89284)
H (2.18943, 2.17112, -0.27460)

## Properties
SMILES = [NH2+]=C1N[C@@H](O)NC2=C1NCN2
total energy = -14838.1543 eV
lowest unoccupied orbital energy = -2.7 eV
total charge = +1
relative energy (zero: lowest compared OMol25 entry of this formula, charge and spin) = 179.70 kJ/mol
Kohn-Sham gap = 8.197 eV
HOMO energy = -10.87 eV

***

(10)
Entry from the OMol25 dataset: C5H10N5O3P in the gas phase (ωB97M-V with the def2-TZVPD basis set).

Geometry (Å):
C (1.36940, 2.06039, 1.53693)
O (1.36443, 0.83466, 0.71285)
P (0.22456, -0.38678, 0.81362)
N (0.88037, -1.33594, -0.29168)
C (0.99818, -2.79299, 0.11163)
C (1.89662, -0.85093, -1.33193)
N (-0.99613, 0.79689, -0.17061)
N (-0.85358, 2.06972, -0.45752)
C (-2.10431, 2.50224, -0.69107)
N (-3.07540, 1.64047, -0.59499)
C (-2.28125, 0.50202, -0.20536)
N (-2.72141, -0.76928, 0.01967)
O (-3.91154, -0.98249, 0.16228)
O (-1.79113, -1.59688, 0.21450)
H (1.29596, 1.77667, 2.62780)
H (0.52464, 2.63789, 1.04089)
H (2.36222, 2.48858, 1.33662)
H (0.02310, -2.97609, 0.59119)
H (1.14152, -3.55672, -0.68336)
H (1.81496, -3.06448, 0.91341)
H (2.69917, -1.67758, -1.30277)
H (1.30038, -1.01126, -2.26756)
H (2.13873, 0.17030, -0.96366)
H (-2.29949, 3.52156, -1.12086)

## Properties
SMILES = COP(N(C)C)n1ncnc1[N+](=O)[O-]
total energy = -28224.0686 eV
lowest unoccupied orbital energy = -1.1 eV
relative energy (zero: lowest compared OMol25 entry of this formula, charge and spin) = 58.24 kJ/mol
Kohn-Sham gap = 8.421 eV
HOMO energy = -9.54 eV

***

(11)
Entry from the OMol25 dataset: an isolated ion of composition C5H10NO and charge -1 (ωB97M-V with the def2-TZVPD basis set).

Geometry (Å):
N (-0.50615, 2.42081, -2.59249)
C (-0.66878, 1.43607, -1.59778)
C (0.28354, 0.55595, -1.25842)
C (-0.04278, -0.62221, -0.37460)
C (0.81679, -0.70890, 0.94687)
C (-0.09403, -1.05686, 2.23874)
O (0.16166, -2.28533, 2.65947)
H (-0.74387, 3.37246, -2.32303)
H (0.39143, 2.43568, -3.05416)
H (-1.67463, 1.03918, -1.47208)
H (1.29389, 0.51181, -1.65119)
H (-1.08236, -0.76071, -0.06974)
H (0.24427, -1.59009, -0.83297)
H (1.25767, 0.29656, 1.04123)
H (1.59684, -1.46255, 0.89923)
H (-1.15110, -0.73116, 1.98242)
H (0.19117, -0.26963, 3.02025)

## Properties
SMILES = N/C=C/CCC[O-]
total energy = -8882.8422 eV
lowest unoccupied orbital energy = 3.6 eV
total charge = -1
relative energy (zero: lowest compared OMol25 entry of this formula, charge and spin) = 123.07 kJ/mol
Kohn-Sham gap = 5.627 eV
HOMO energy = -2.07 eV

***

(12)
Entry from the OMol25 dataset: an isolated ion of composition C5H10NO and charge -1 (ωB97M-V with the def2-TZVPD basis set).

Geometry (Å):
O (-0.23858, -2.77103, 0.10410)
C (-0.94056, -1.61422, 0.12146)
C (-0.15983, -0.49441, 0.85513)
C (1.18571, -0.31530, 0.17600)
C (0.86732, 0.77088, -0.91888)
C (-0.45750, 1.42085, -0.47329)
N (-0.86230, 0.80641, 0.79531)
H (-1.24566, -1.20120, -0.87906)
H (-1.91362, -1.69107, 0.66183)
H (-0.06469, -0.80034, 1.89878)
H (1.95383, 0.06670, 0.85388)
H (1.47054, -1.23235, -0.32513)
H (1.60924, 1.56527, -1.04019)
H (0.86323, 0.21865, -1.85909)
H (-0.30944, 2.48722, -0.30482)
H (-1.25056, 1.42550, -1.22925)
H (-0.50713, 1.35846, 1.56324)

## Properties
SMILES = [O-]C[C@H]1CCCN1
total energy = -8883.9730 eV
lowest unoccupied orbital energy = 4.0 eV
total charge = -1
relative energy (zero: lowest compared OMol25 entry of this formula, charge and spin) = 13.96 kJ/mol
Kohn-Sham gap = 6.147 eV
HOMO energy = -2.15 eV

***

(13)
Entry from the OMol25 dataset: a 2-piece molecular cluster, C5H10NO overall (ωB97M-V with the def2-TZVPD basis set).

Geometry (Å):
C (0.09975, 0.70778, 0.10493)
C (-1.05820, 1.12463, -0.42613)
C (-2.22550, 1.33138, 0.41975)
C (-3.39580, 1.82862, 0.00775)
H (0.20730, 0.61117, 1.17649)
H (0.95116, 0.40281, -0.48582)
H (-1.14903, 1.33967, -1.48791)
H (-2.13127, 1.05881, 1.46781)
H (-4.23928, 1.93918, 0.67987)
H (-3.55951, 2.12936, -1.02320)
N (2.02828, -1.97856, -0.94872)
C (2.68029, -1.47723, 0.33516)
O (1.77613, -1.08691, 1.23481)
H (2.28371, -2.95754, -1.07601)
H (1.04443, -2.01676, -0.67967)
H (3.34056, -2.31673, 0.68561)
H (3.34697, -0.63971, 0.01530)

## Properties
total energy = -8883.0113 eV
lowest unoccupied orbital energy = 3.7 eV
total charge = -1
relative energy (zero: lowest compared OMol25 entry of this formula, charge and spin) = 106.75 kJ/mol
Kohn-Sham gap = 6.262 eV
HOMO energy = -2.58 eV